(1)
DFT (ωB97M-V with the def2-TZVPD basis set) results for a cluster of 3 separate species, C16H38ClN6O2P2S in total.

Last columns: bonded neighbours and bond lengths (Å).
CARTESIAN COORDINATES (ANGSTROEM)
1 C -2.545 3.642 -5.673  C2 1.228, H7 1.130
2 C -3.112 3.346 -4.625  C1 1.228, S3 1.825
3 S -3.659 2.547 -3.078  C2 1.825, Cl4 2.086, C5 1.792
4 Cl -5.718 2.294 -3.298  S3 2.086
5 C -2.908 0.924 -2.965  S3 1.792, C6 1.228
6 C -2.213 -0.076 -3.122  C5 1.228, H8 1.128
7 H -2.117 3.614 -6.718  C1 1.130
8 H -1.678 -1.045 -3.341  C6 1.128
9 O 0.274 1.441 -2.264  P10 1.540
10 P 1.581 2.236 -2.092  O9 1.540, N11 1.717, N14 1.736, N17 1.786
11 N 1.853 1.693 -0.486  P10 1.717, C12 1.453, C13 1.464
12 C 2.504 2.437 0.579  N11 1.453, H20 1.097, H21 1.094, H22 1.089
13 C 2.275 0.293 -0.408  N11 1.464, H23 1.097, H24 1.092, H25 1.092
14 N 0.734 3.751 -2.063  P10 1.736, C15 1.457, C16 1.457
15 C -0.135 4.063 -0.936  N14 1.457, H26 1.097, H27 1.094, H28 1.090
16 C 0.003 3.999 -3.298  N14 1.457, H29 1.094, H30 1.097, H31 1.093
17 N 3.127 3.129 -2.025  P10 1.786, C18 1.461, C19 1.475
18 C 3.240 4.586 -2.038  N17 1.461, H32 1.094, H33 1.095, H34 1.090
19 C 4.067 2.578 -3.019  N17 1.475, H35 1.094, H36 1.095, H37 1.092
20 H 3.598 2.408 0.501  C12 1.097
21 H 2.231 2.014 1.551  C12 1.094
22 H 2.200 3.481 0.613  C12 1.089
23 H 3.330 0.182 -0.687  C13 1.097
24 H 1.685 -0.334 -1.080  C13 1.092
25 H 2.134 -0.109 0.598  C13 1.092
26 H -0.822 3.244 -0.692  C15 1.097
27 H -0.732 4.959 -1.135  C15 1.094
28 H 0.446 4.304 -0.045  C15 1.090
29 H -0.922 3.416 -3.338  C16 1.094
30 H 0.615 3.724 -4.166  C16 1.097
31 H -0.238 5.060 -3.404  C16 1.093
32 H 2.879 5.025 -2.973  C18 1.094
33 H 4.287 4.880 -1.913  C18 1.095
34 H 2.710 5.039 -1.201  C18 1.090
35 H 3.766 2.839 -4.038  C19 1.094
36 H 4.100 1.486 -2.944  C19 1.095
37 H 5.084 2.937 -2.847  C19 1.092
38 O -0.102 -4.759 1.051  P39 1.533
39 P -0.388 -3.909 2.294  O38 1.533, N40 1.720, N43 1.736, N46 1.788
40 N -1.546 -5.005 2.938  P39 1.720, C41 1.452, C42 1.464
41 C -2.707 -4.659 3.738  N40 1.452, H49 1.098, H50 1.094, H51 1.089
42 C -0.956 -6.233 3.474  N40 1.464, H52 1.098, H53 1.092, H54 1.093
43 N -1.193 -2.687 1.362  P39 1.736, C44 1.457, C45 1.463
44 C -2.468 -2.999 0.727  N43 1.457, H55 1.095, H56 1.095, H57 1.091
45 C -0.315 -2.071 0.368  N43 1.463, H58 1.096, H59 1.096, H60 1.094
46 N -0.584 -2.889 3.749  P39 1.788, C47 1.460, C48 1.474
47 C -1.176 -1.554 3.746  N46 1.460, H61 1.095, H62 1.096, H63 1.090
48 C 0.684 -2.836 4.500  N46 1.474, H64 1.095, H65 1.095, H66 1.093
49 H -2.451 -4.481 4.791  C41 1.098
50 H -3.438 -5.473 3.708  C41 1.094
51 H -3.229 -3.778 3.368  C41 1.089
52 H -0.494 -6.055 4.454  C42 1.098
53 H -0.183 -6.622 2.808  C42 1.092
54 H -1.705 -7.021 3.579  C42 1.093
55 H -2.443 -3.941 0.169  C44 1.095
56 H -2.768 -2.203 0.037  C44 1.095
57 H -3.271 -3.053 1.463  C44 1.091
58 H -0.170 -2.713 -0.508  C45 1.096
59 H 0.670 -1.871 0.805  C45 1.096
60 H -0.717 -1.108 0.037  C45 1.094
61 H -0.588 -0.837 3.165  C47 1.095
62 H -1.248 -1.175 4.772  C47 1.096
63 H -2.198 -1.567 3.371  C47 1.090
64 H 1.433 -2.237 3.973  C48 1.095
65 H 1.087 -3.846 4.630  C48 1.095
66 H 0.538 -2.423 5.500  C48 1.093

Output
net charge	+1
E	-2651.8295	Ha
lowest unoccupied orbital energy	-0.2231	hartree
gap between HOMO and LUMO	3.7	eV
max |F|	7.70	eV/A


(2)
DFT (ωB97M-V with the def2-TZVPD basis set) results for a cluster of 2 separate species, C6H9Cl2N2O3 in total.

Last columns: bonded neighbours and bond lengths (Å).
CARTESIAN COORDINATES (ANGSTROEM)
1 C 0.655 -0.849 -0.914  C2 1.364, H5 1.092, Cl6 1.758
2 C 0.468 0.481 -0.677  C1 1.364, C3 1.508, Cl7 1.735
3 C -0.838 1.217 -0.846  C2 1.508, O4 1.230, N8 1.341
4 O -1.340 1.238 -1.969  C3 1.230
5 H 1.031 -1.118 -1.903  C1 1.092
6 Cl -0.621 -1.942 -0.394  C1 1.758
7 Cl 1.859 1.505 -0.523  C2 1.735
8 N -1.349 1.847 0.222  C3 1.341, C9 1.452, C10 1.451
9 C -0.794 1.769 1.562  N8 1.452, H11 1.098, H12 1.094, H13 1.100
10 C -2.525 2.684 0.071  N8 1.451, H14 1.099, H15 1.093, H16 1.099
11 H -1.610 1.587 2.273  C9 1.098
12 H -0.074 0.950 1.641  C9 1.094
13 H -0.300 2.714 1.832  C9 1.100
14 H -2.316 3.685 0.473  C10 1.099
15 H -2.788 2.781 -0.986  C10 1.093
16 H -3.369 2.248 0.625  C10 1.099
17 C 2.337 -2.711 0.017  H18 1.090, H19 1.088, N20 1.419
18 H 3.026 -2.255 -0.694  C17 1.090
19 H 2.305 -2.422 1.065  C17 1.088
20 N 2.125 -4.092 -0.226  C17 1.419, O21 1.226, O22 1.226
21 O 2.009 -4.837 0.741  N20 1.226
22 O 2.108 -4.478 -1.390  N20 1.226

Output
ΔE to the lowest compared entry with this formula, charge and spin	50.7	kcal per mole
E	-1489.4040	Ha
lowest unoccupied orbital energy (spin up / spin down)	-0.0322 / -0.0721	hartree
<S²>	0.7950
gap between HOMO and LUMO (spin up / spin down)	8.3 / 7.5	eV
max |F|	1.99	eV/A
multiplicity	2


What did the second record say?
DFT (ωB97M-V with the def2-TZVPD basis set) results for a cluster of 2 separate species, C6H9Cl2N2O3 in total.

Last columns: bonded neighbours and bond lengths (Å).
CARTESIAN COORDINATES (ANGSTROEM)
1 C 0.655 -0.849 -0.914  C2 1.364, H5 1.092, Cl6 1.758
2 C 0.468 0.481 -0.677  C1 1.364, C3 1.508, Cl7 1.735
3 C -0.838 1.217 -0.846  C2 1.508, O4 1.230, N8 1.341
4 O -1.340 1.238 -1.969  C3 1.230
5 H 1.031 -1.118 -1.903  C1 1.092
6 Cl -0.621 -1.942 -0.394  C1 1.758
7 Cl 1.859 1.505 -0.523  C2 1.735
8 N -1.349 1.847 0.222  C3 1.341, C9 1.452, C10 1.451
9 C -0.794 1.769 1.562  N8 1.452, H11 1.098, H12 1.094, H13 1.100
10 C -2.525 2.684 0.071  N8 1.451, H14 1.099, H15 1.093, H16 1.099
11 H -1.610 1.587 2.273  C9 1.098
12 H -0.074 0.950 1.641  C9 1.094
13 H -0.300 2.714 1.832  C9 1.100
14 H -2.316 3.685 0.473  C10 1.099
15 H -2.788 2.781 -0.986  C10 1.093
16 H -3.369 2.248 0.625  C10 1.099
17 C 2.337 -2.711 0.017  H18 1.090, H19 1.088, N20 1.419
18 H 3.026 -2.255 -0.694  C17 1.090
19 H 2.305 -2.422 1.065  C17 1.088
20 N 2.125 -4.092 -0.226  C17 1.419, O21 1.226, O22 1.226
21 O 2.009 -4.837 0.741  N20 1.226
22 O 2.108 -4.478 -1.390  N20 1.226

Output
ΔE to the lowest compared entry with this formula, charge and spin	50.7	kcal per mole
E	-1489.4040	Ha
lowest unoccupied orbital energy (spin up / spin down)	-0.0322 / -0.0721	hartree
<S²>	0.7950
gap between HOMO and LUMO (spin up / spin down)	8.3 / 7.5	eV
max |F|	1.99	eV/A
multiplicity	2